(1)
ORCA calculation (the ωB97M-V functional and the def2-TZVPD basis) on C22H21N3O9Sn as an isolated structure.

Structure (XYZ):
```
56
Properties=species:S:1:pos:R:3:forces:R:3
Sn 2.264 1.669 -1.028 -0.109 0.010 -0.034
C 5.287 -0.131 2.733 0.133 -0.105 0.227
O 4.632 -0.392 1.513 -0.111 -0.081 -0.059
C 3.561 -1.234 1.535 0.046 0.011 0.054
C 3.345 -2.185 2.512 -0.023 -0.006 -0.011
C 2.209 -3.002 2.453 0.040 0.067 -0.008
C 1.304 -2.818 1.433 -0.032 0.030 -0.018
C 1.484 -1.836 0.442 0.070 0.058 -0.058
C 0.401 -1.682 -0.533 0.066 0.027 0.055
N 0.270 -0.727 -1.371 0.081 -0.070 0.061
N -0.911 -0.785 -2.084 -0.012 0.099 0.009
C -0.873 -0.063 -3.205 -0.105 0.024 0.029
O 0.065 0.547 -3.737 0.043 -0.012 -0.011
C -2.225 -0.038 -3.914 0.025 -0.019 -0.007
C -3.377 -0.613 -3.382 -0.005 -0.008 -0.005
C -4.582 -0.550 -4.068 0.004 -0.004 0.004
C -4.655 0.087 -5.302 0.014 0.002 0.002
C -3.510 0.662 -5.839 0.007 -0.006 0.016
C -2.308 0.600 -5.147 -0.014 0.022 -0.013
C 2.656 -1.050 0.450 -0.088 -0.110 0.240
O 2.980 -0.171 -0.455 -0.025 -0.397 -0.382
H 5.886 0.761 2.562 -0.033 -0.061 0.032
H 5.930 -0.969 3.031 -0.003 -0.076 -0.010
H 4.563 0.082 3.524 0.035 -0.019 -0.028
H 4.050 -2.290 3.326 0.012 0.002 0.014
H 2.037 -3.750 3.217 0.011 -0.007 -0.002
H 0.404 -3.425 1.387 0.011 0.000 0.005
H -0.384 -2.449 -0.498 -0.004 -0.012 0.006
H -3.299 -1.111 -2.425 -0.008 -0.003 -0.009
H -5.471 -0.998 -3.638 -0.003 0.000 0.000
H -5.596 0.138 -5.837 -0.004 -0.002 -0.002
H -3.556 1.165 -6.799 -0.004 0.004 -0.003
H -1.400 1.048 -5.530 -0.001 -0.005 -0.005
O 3.316 2.177 2.930 -0.055 -0.005 -0.112
C 3.210 2.149 1.717 0.023 0.178 0.032
O 2.093 1.998 1.070 -0.024 0.064 0.164
C 4.479 2.358 0.805 -0.069 -0.017 -0.045
O 5.566 2.556 1.321 -0.031 0.148 -0.090
O 4.236 2.327 -0.463 0.121 0.204 0.041
O -3.372 2.783 0.695 0.019 -0.042 -0.050
C -2.109 2.408 0.393 0.031 -0.236 0.019
O -1.303 3.148 -0.093 -0.057 0.394 0.024
C -1.785 0.970 0.742 0.012 0.018 -0.032
N -3.007 0.214 1.107 0.000 0.040 0.072
C -2.830 -0.282 2.485 -0.009 -0.006 -0.034
C -1.323 -0.343 2.706 0.021 -0.018 -0.013
C -0.833 0.893 1.957 0.015 -0.015 -0.056
H -1.325 0.538 -0.146 -0.014 -0.050 0.012
H -3.102 -0.564 0.468 0.016 -0.002 -0.048
H -3.801 1.934 0.948 0.026 0.009 -0.023
H -3.346 -1.236 2.610 0.018 -0.011 0.001
H -3.282 0.431 3.182 -0.004 0.006 0.015
H -0.904 -1.243 2.248 -0.009 0.002 0.001
H -1.040 -0.336 3.759 0.006 -0.009 0.006
H 0.209 0.841 1.655 0.005 -0.005 -0.003
H -0.927 1.788 2.577 -0.057 -0.001 0.032
```
Positions in Å, forces in eV/Å.

Charge ... -2
LUMO ... 4.568 eV
Strongest force on any atom ... 0.0107 Eh/bohr
DFT total energy ... -1906.8415 hartree
Energy relative to the best compared isomer or geometry (same formula, charge and spin) ... 0.0 kJ/mol

(2)
ORCA calculation (the ωB97M-V functional and the def2-TZVPD basis) on C22H21O3PSe2Sr as an isolated structure.

Structure (XYZ):
```
50
Properties=species:S:1:pos:R:3:forces:R:3
Sr -1.143 0.631 -1.207 -0.193 -0.238 0.247
C -2.150 -3.316 1.923 0.030 0.011 0.000
C -2.765 -2.598 0.761 -0.021 -0.004 -0.021
C -3.297 -1.320 0.925 -0.021 -0.012 -0.006
C -3.802 -0.610 -0.155 -0.026 0.063 -0.081
C -3.774 -1.166 -1.434 -0.033 -0.159 0.020
C -3.256 -2.445 -1.605 -0.033 0.034 0.007
C -2.763 -3.151 -0.516 0.010 0.006 0.023
H -2.723 -3.161 2.837 -0.011 -0.001 -0.004
H -1.144 -2.923 2.089 0.009 -0.009 0.016
H -2.069 -4.386 1.736 -0.004 -0.001 -0.001
H -3.312 -0.877 1.912 0.011 0.006 0.007
H -4.229 0.375 -0.003 0.006 -0.002 -0.016
H -4.183 -0.623 -2.276 -0.004 0.034 0.022
H -3.251 -2.901 -2.588 0.005 0.002 0.000
H -2.350 -4.142 -0.660 0.000 0.001 0.000
Se 0.602 -1.989 -0.486 -0.022 -0.315 -0.299
P 1.234 -0.374 0.756 0.298 0.263 0.124
Se -0.320 0.469 1.963 -0.094 0.057 0.049
C 1.757 0.981 -0.396 -0.053 0.103 -0.159
C 2.161 0.694 -1.703 0.119 0.046 0.003
C 2.404 1.721 -2.612 -0.026 -0.214 0.038
C 2.248 3.041 -2.227 -0.011 0.111 0.072
C 1.874 3.339 -0.923 -0.004 0.030 -0.074
C 1.623 2.320 -0.017 0.106 -0.077 0.089
C 2.721 -0.783 1.716 0.005 0.082 0.069
C 3.659 -1.675 1.208 -0.034 -0.003 -0.008
C 4.816 -1.943 1.925 -0.012 -0.014 -0.046
C 5.037 -1.323 3.146 -0.022 0.040 0.037
C 4.098 -0.436 3.656 0.047 -0.030 -0.005
C 2.940 -0.165 2.945 -0.005 -0.020 -0.044
H 2.285 -0.339 -2.005 -0.066 -0.006 -0.006
H 2.708 1.478 -3.622 0.009 0.004 0.004
H 2.419 3.838 -2.940 -0.001 0.010 0.012
H 1.753 4.370 -0.617 -0.002 -0.002 0.016
H 1.305 2.551 0.991 -0.061 0.018 -0.018
H 3.466 -2.169 0.264 0.024 -0.015 0.000
H 5.543 -2.642 1.532 -0.003 0.001 -0.004
H 5.939 -1.535 3.705 0.001 -0.004 0.000
H 4.265 0.041 4.613 0.001 -0.001 0.001
H 2.195 0.512 3.343 -0.008 0.002 -0.005
C -2.483 3.955 -0.529 0.102 0.004 -0.066
O -2.062 2.724 -1.050 0.239 0.417 0.469
C -3.183 1.988 -2.220 -0.138 -0.425 -0.549
O -4.091 2.671 -2.439 -0.123 0.228 0.044
H -3.377 3.845 0.094 -0.014 -0.026 0.004
H -2.724 4.661 -1.331 -0.016 -0.011 -0.001
H -1.691 4.389 0.086 -0.007 0.008 0.010
O -1.244 -0.473 -3.878 0.043 0.009 0.048
C -1.669 -1.128 -4.690 0.003 -0.002 -0.017
```
Positions in Å, forces in eV/Å.

Charge ... 0
LUMO ... 0.182 eV
Strongest force on any atom ... 0.0138 Eh/bohr
DFT total energy ... -6251.6875 hartree
Energy relative to the best compared isomer or geometry (same formula, charge and spin) ... 3.7 kJ/mol

(3)
ORCA calculation (the ωB97M-V functional and the def2-TZVPD basis) on C22H22AlN6OS as an isolated structure.

Structure (XYZ):
```
53
Properties=species:S:1:pos:R:3:forces:R:3
Al 0.216 0.069 0.411 0.372 0.072 0.140
N 2.794 2.579 2.828 0.105 0.023 -0.071
C 1.968 1.656 2.337 -0.136 -0.091 0.238
S 2.523 0.592 1.097 -0.121 0.084 -0.099
N 0.773 1.597 2.924 0.092 -0.043 -0.125
N -0.029 0.691 2.357 0.079 -0.045 0.036
C -1.144 0.406 2.919 -0.105 -0.064 -0.057
C -1.987 -0.538 2.194 0.059 0.010 0.010
C -3.172 -1.038 2.715 0.006 0.049 0.084
C -3.890 -1.960 1.979 -0.046 -0.036 -0.004
C -3.407 -2.362 0.740 -0.069 -0.015 0.034
C -2.232 -1.810 0.279 0.091 0.078 -0.003
N -1.529 -0.910 0.981 -0.045 0.114 -0.018
H 3.728 2.667 2.472 0.002 0.024 -0.006
H 2.482 3.168 3.583 -0.007 -0.011 0.001
H -1.438 0.850 3.863 -0.029 -0.009 -0.002
H -3.501 -0.701 3.688 -0.033 -0.029 -0.023
H -4.815 -2.369 2.364 0.013 0.017 0.008
H -3.938 -3.083 0.136 0.020 0.010 0.004
H -1.834 -2.083 -0.685 0.022 0.018 0.001
O -0.612 -0.369 -1.650 0.083 -0.034 -0.268
C -0.247 -1.216 -2.759 0.028 0.006 0.114
C 1.188 -0.987 -3.197 0.015 0.002 0.055
C 2.135 -0.868 -1.994 -0.162 -0.004 0.046
C 1.938 -1.972 -0.988 -0.038 0.035 0.030
C 2.604 -3.180 -1.134 0.060 -0.002 -0.023
C 2.421 -4.190 -0.209 0.019 -0.037 -0.001
C 1.569 -3.970 0.863 0.027 -0.037 0.018
C 0.929 -2.755 0.949 -0.036 0.098 -0.010
N 1.087 -1.777 0.041 -0.054 -0.026 -0.105
H -0.778 0.538 -1.948 0.011 -0.002 -0.017
H -0.948 -1.059 -3.577 -0.039 0.002 -0.031
H -0.374 -2.237 -2.400 -0.009 -0.027 0.017
H 1.268 -0.075 -3.792 0.000 -0.009 -0.016
H 1.478 -1.821 -3.841 0.029 0.023 -0.004
H 1.976 0.099 -1.513 0.039 -0.008 0.008
H 3.171 -0.869 -2.331 -0.004 -0.035 -0.013
H 3.280 -3.308 -1.971 -0.028 0.002 0.032
H 2.945 -5.132 -0.311 -0.014 0.032 -0.007
H 1.410 -4.720 1.624 -0.006 0.019 -0.008
H 0.271 -2.536 1.779 -0.007 -0.003 -0.014
N -1.482 6.887 -1.987 0.015 -0.079 0.027
C -1.223 5.830 -1.619 -0.010 -0.068 0.035
C -0.892 4.501 -1.163 0.131 0.099 -0.092
C 0.378 3.982 -1.410 -0.019 0.008 0.005
C 0.700 2.708 -0.969 -0.005 0.062 0.003
C -0.217 1.909 -0.273 -0.158 -0.112 0.048
C -1.485 2.462 -0.051 -0.018 -0.066 -0.003
C -1.827 3.737 -0.476 -0.099 -0.017 0.034
H 1.106 4.585 -1.938 -0.008 -0.008 0.002
H 1.710 2.352 -1.147 -0.021 -0.009 0.010
H -2.237 1.889 0.486 -0.006 0.044 -0.020
H -2.812 4.141 -0.280 0.016 -0.004 -0.001
```
Positions in Å, forces in eV/Å.

Charge ... +1
LUMO ... -3.751 eV
Strongest force on any atom ... 0.0078 Eh/bohr
DFT total energy ... -1895.8729 hartree

(4)
ORCA calculation (the ωB97M-V functional and the def2-TZVPD basis) on C22H22BBr39NO3 as an isolated structure.

Structure (XYZ):
```
88
Properties=species:S:1:pos:R:3:forces:R:3
O -0.428 -2.045 0.636 0.618 0.863 0.275
B -0.213 -0.690 0.556 -0.491 -1.337 -0.112
O 0.502 -0.221 -0.509 -0.691 0.436 0.243
O -0.725 0.126 1.622 1.416 0.387 -0.211
C 0.362 0.710 2.249 0.082 0.287 0.205
C 1.423 -0.019 2.721 0.950 0.122 -0.088
C 2.556 0.611 3.333 -0.281 0.337 -0.327
C 2.629 1.985 3.481 -0.697 -0.654 -0.459
C 1.523 2.767 3.036 0.817 0.912 0.209
C 1.553 4.238 3.175 -1.540 -1.940 -1.771
C 0.463 4.922 2.715 1.063 0.623 0.434
N -0.606 4.264 2.162 0.138 0.212 0.106
C -0.657 2.959 2.018 -0.379 -0.963 -0.229
C 0.395 2.129 2.424 0.321 0.624 0.332
H -0.468 -2.295 1.571 -0.560 -0.231 -0.256
H 0.372 0.725 -0.661 0.237 -0.137 -0.046
H 1.470 -1.111 2.658 -0.192 0.493 -0.275
H 3.386 -0.026 3.661 -0.395 0.301 -0.061
H 3.508 2.444 3.935 -0.189 -0.191 -0.345
H 2.421 4.701 3.610 -0.281 0.326 -0.718
H 0.438 6.015 2.771 -0.358 -0.516 -0.183
H -1.412 4.789 1.833 0.010 0.113 0.114
H -1.562 2.530 1.575 0.346 0.308 0.180
C -4.497 5.776 2.780 -0.019 0.159 0.145
Br -4.216 5.110 4.566 0.044 0.029 -0.186
Br -3.593 7.455 2.486 0.003 -0.180 0.018
Br -4.006 4.463 1.448 -0.094 0.039 0.065
H -5.559 5.959 2.669 0.067 -0.039 -0.038
C -5.170 1.150 -1.208 -0.258 -0.016 -0.236
Br -6.718 0.755 -0.132 0.209 -0.005 0.009
Br -3.588 1.360 -0.113 0.065 -0.187 -0.037
Br -4.903 -0.156 -2.598 0.044 0.104 0.194
H -5.349 2.101 -1.694 0.065 -0.037 0.060
C 1.094 -3.056 -3.001 -0.016 0.041 0.011
Br 0.341 -4.747 -2.451 0.081 0.094 -0.050
Br 3.018 -3.057 -2.887 -0.131 0.021 0.004
Br 0.485 -2.535 -4.757 0.044 -0.324 0.217
H 0.735 -2.307 -2.305 0.018 -0.056 -0.033
C 1.934 1.433 -5.523 0.131 -0.024 -0.125
Br 3.045 2.997 -5.323 -0.086 -0.133 0.024
Br 2.870 -0.002 -6.403 0.071 0.198 0.199
Br 1.178 0.872 -3.831 0.089 0.142 -0.051
H 1.105 1.712 -6.162 0.049 0.004 0.056
C 5.835 -0.401 6.574 0.035 -0.059 0.117
Br 5.760 -1.288 4.859 0.045 0.082 0.093
Br 5.092 1.381 6.493 -0.023 -0.153 -0.022
Br 5.014 -1.445 7.969 0.236 0.169 -0.057
H 6.882 -0.298 6.827 -0.065 0.011 -0.045
C -10.609 0.152 1.623 -0.112 -0.004 -0.032
Br -12.156 -0.250 2.698 0.166 0.010 -0.081
Br -9.023 0.373 2.705 -0.075 -0.040 -0.058
Br -10.340 -1.156 0.231 0.014 0.093 0.130
H -10.796 1.101 1.136 0.027 -0.058 0.038
C -1.128 -1.486 -8.517 -0.016 -0.057 -0.195
Br -2.067 -0.577 -9.934 0.172 -0.109 0.189
Br 0.423 -2.430 -9.168 -0.089 0.112 0.092
Br -0.675 -0.285 -7.074 -0.306 -0.035 -0.166
H -1.804 -2.227 -8.111 0.059 0.063 0.023
C 4.262 -7.329 -3.120 -0.048 0.013 0.003
Br 3.827 -6.399 -4.751 0.056 -0.101 0.077
Br 4.865 -9.130 -3.459 -0.017 0.154 0.011
Br 5.528 -6.339 -2.051 -0.198 0.003 -0.057
H 3.349 -7.403 -2.543 0.059 0.017 -0.040
C 0.892 -2.057 6.434 -0.034 -0.156 0.146
Br 0.008 -1.181 4.956 -0.114 -0.232 0.786
Br 2.515 -2.939 5.870 -0.345 0.098 -0.103
Br 1.197 -0.843 7.899 -0.035 -0.042 -0.193
H 0.220 -2.827 6.793 0.034 0.051 -0.036
C 2.146 5.266 7.022 0.057 0.110 0.247
Br 2.319 4.604 8.822 0.016 0.037 -0.201
Br 3.142 6.893 6.751 -0.066 -0.171 -0.023
Br 2.619 3.917 5.714 0.273 0.070 2.253
H 1.100 5.501 6.867 0.068 -0.057 -0.023
C 9.253 -6.640 -4.699 0.007 -0.035 -0.018
Br 7.873 -6.491 -6.039 0.067 0.004 0.144
Br 9.859 -4.908 -4.099 -0.078 -0.118 -0.034
Br 8.693 -7.749 -3.226 0.167 0.031 -0.139
H 10.099 -7.129 -5.165 -0.053 0.046 0.027
C -3.970 -2.764 3.922 -0.054 0.080 -0.035
Br -4.846 -1.885 2.446 0.116 -0.013 0.105
Br -2.345 -3.652 3.362 -0.183 0.012 0.044
Br -3.666 -1.551 5.396 -0.082 -0.121 -0.168
H -4.642 -3.534 4.279 0.076 0.023 -0.022
C -4.062 2.156 -12.440 -0.018 0.046 -0.043
Br -2.954 3.720 -12.232 -0.066 -0.151 0.007
Br -3.115 0.717 -13.309 -0.054 0.106 0.100
Br -4.824 1.593 -10.758 0.004 0.090 -0.148
H -4.885 2.431 -13.086 0.052 -0.024 0.046
```
Positions in Å, forces in eV/Å.

Charge ... +1
LUMO ... -3.976 eV
Strongest force on any atom ... 0.0592 Eh/bohr
DFT total energy ... -101543.1487 hartree

Among the records above, which one has the highest LUMO? C22H21N3O9Sn